Entry 1:
Computed, not measured: a structure of composition C35H49N8O9P3Ru at a distorted geometry, with ωB97M-V with the def2-TZVPD basis set.

The spin multiplicity is 2. The value obtained for the HOMO energy (spin up / spin down) is -3.9 / -3.9 eV. As for the charge: -1. The molar mass is 919.8 g/mol. The total energy is -3597.748381 Eh. For the orbital gap (spin up / spin down), the calculation gives 6.45 / 6.45 eV.

Structure (XYZ):
```
105
C35H49N8O9P3Ru ωB97M-V with the def2-TZVPD basis set
Ru -1.284 1.676 -0.114
O -4.106 -0.968 1.430
C -3.410 -0.168 0.786
N -2.495 0.706 1.204
C -2.029 0.873 2.510
C -2.372 0.076 3.597
C -1.748 0.260 4.830
C -0.778 1.232 4.976
C -0.433 2.053 3.902
C -1.058 1.910 2.664
N -0.828 2.691 1.516
C -0.119 3.895 1.590
O 1.331 3.752 2.023
C 0.745 3.795 -0.809
C 1.927 4.325 -1.309
C 2.613 3.633 -2.294
C 2.091 2.440 -2.767
C 0.925 1.962 -2.200
N 0.278 2.616 -1.235
C -3.580 -0.099 -0.722
C -4.443 -0.961 -1.384
C -4.633 -0.789 -2.744
C -3.995 0.259 -3.397
C -3.150 1.074 -2.663
N -2.932 0.876 -1.368
H -3.112 -0.697 3.453
H -2.021 -0.374 5.665
H -0.278 1.372 5.928
H 0.326 2.810 4.045
H 2.271 5.278 -0.931
H 3.537 4.030 -2.696
H 2.579 1.875 -3.549
H 0.488 1.011 -2.480
H -4.945 -1.726 -0.809
H -5.288 -1.455 -3.293
H -4.139 0.438 -4.454
H -2.631 1.919 -3.100
C -0.647 4.901 2.621
C -0.098 4.571 0.195
O 0.433 5.881 0.336
P 2.396 2.630 1.846
O 2.756 2.138 3.322
O 3.755 3.425 1.563
O 2.075 1.554 0.907
P -1.771 4.764 -0.623
O -2.595 5.705 0.408
O -1.507 5.553 -1.858
O -2.434 3.408 -0.681
H -1.067 4.395 3.482
H -1.429 5.501 2.169
H 0.156 5.562 2.937
H 0.086 6.379 -0.421
H 2.094 1.499 3.616
H 3.699 3.843 0.695
H -3.133 6.328 -0.091
N -0.370 -0.027 -0.309
P 0.323 -1.363 -0.460
N 0.127 -2.054 -1.992
C -0.919 -1.567 -2.868
C -1.727 -2.712 -3.468
C -0.805 -3.678 -4.204
C 0.307 -4.155 -3.273
C 1.042 -2.972 -2.645
N -0.188 -2.531 0.646
C -0.806 -2.089 1.894
C -0.277 -2.906 3.079
C -0.023 -4.365 2.667
C -0.904 -4.727 1.476
C -0.489 -3.898 0.258
N 2.005 -1.528 -0.317
C 2.815 -0.696 -1.202
C 4.204 -1.297 -1.385
C 4.884 -1.502 -0.035
C 3.986 -2.330 0.877
C 2.614 -1.678 1.004
H -0.469 -0.990 -3.699
H -1.541 -0.882 -2.304
H -2.489 -2.308 -4.140
H -2.251 -3.236 -2.662
H -0.358 -3.158 -5.061
H -1.363 -4.527 -4.607
H 1.023 -4.781 -3.814
H -0.124 -4.769 -2.478
H 1.591 -2.445 -3.446
H 1.780 -3.311 -1.922
H -1.897 -2.174 1.839
H -0.598 -1.030 2.027
H -1.015 -2.856 3.885
H 0.641 -2.461 3.471
H -0.200 -5.043 3.505
H 1.024 -4.495 2.375
H -1.951 -4.538 1.726
H -0.827 -5.787 1.223
H -1.272 -3.946 -0.511
H 0.408 -4.357 -0.178
H 2.894 0.318 -0.794
H 2.313 -0.626 -2.171
H 4.801 -0.639 -2.024
H 4.116 -2.260 -1.900
H 5.060 -0.525 0.428
H 5.861 -1.978 -0.162
H 4.430 -2.440 1.870
H 3.867 -3.336 0.457
H 2.718 -0.698 1.481
H 1.959 -2.286 1.622
```

Entry 2:
Computed, not measured: a structure of composition C35H50IN8O6RbS4, with ωB97M-V with the def2-TZVPD basis set.

The value obtained for the HOMO energy (spin up / spin down) is -1.8 / -1.8 eV. As for the charge: -2. The molar mass is 1019.5 g/mol. The total energy is -4167.851360 Eh. For the orbital gap (spin up / spin down), the calculation gives 4.69 / 4.94 eV.

Structure (XYZ):
```
105
C35H50IN8O6RbS4 ωB97M-V with the def2-TZVPD basis set
Rb 1.305 1.077 -0.383
C 1.696 1.463 -3.990
N 0.312 1.260 -3.587
C -0.360 2.536 -3.297
C -0.420 0.326 -4.317
C 0.088 -0.267 -5.480
C -0.632 -1.211 -6.202
C -1.899 -1.583 -5.789
C -2.425 -1.009 -4.642
C -1.710 -0.085 -3.879
N -2.167 0.289 -2.620
C -3.429 0.690 -2.457
C -4.191 1.267 -3.519
C -5.380 1.902 -3.312
C -5.888 1.987 -2.005
C -5.225 1.410 -0.953
C -4.012 0.699 -1.128
N -3.467 0.050 -0.077
C -3.991 0.286 1.259
C -2.345 -0.876 -0.156
H 1.782 1.862 -5.014
H 2.244 0.519 -3.938
H 2.152 2.191 -3.317
H -0.578 3.073 -4.233
H 0.305 3.156 -2.697
H -1.287 2.373 -2.756
H 1.068 0.023 -5.829
H -0.191 -1.646 -7.091
H -2.471 -2.322 -6.337
H -3.397 -1.319 -4.276
H -3.745 1.262 -4.505
H -5.897 2.377 -4.137
H -6.809 2.523 -1.811
H -5.642 1.507 0.037
H -5.014 -0.094 1.364
H -3.955 1.348 1.511
H -3.359 -0.233 1.973
H -2.452 -1.621 0.633
H -1.409 -0.337 -0.010
H -2.307 -1.377 -1.116
C -0.729 6.051 0.585
N -0.457 5.108 1.651
C 0.780 5.003 2.252
C 0.758 3.905 3.026
N -0.504 3.339 2.870
C -1.256 4.084 2.015
S -2.873 3.809 1.593
C -0.815 2.039 3.346
C -1.061 1.833 4.695
C -1.204 0.527 5.134
C -1.086 -0.503 4.214
C -0.850 -0.181 2.886
N -0.725 1.071 2.451
H -0.969 7.034 0.996
H -1.579 5.679 0.019
H 0.163 6.101 -0.040
H 1.604 5.633 1.950
H 1.539 3.398 3.562
H -1.127 2.682 5.360
H -1.389 0.318 6.180
H -1.160 -1.544 4.505
H -0.717 -0.970 2.156
O 2.286 3.950 -2.228
S 2.409 3.937 -0.754
O 1.070 3.657 -0.165
O 3.352 2.879 -0.331
S 3.082 5.755 -0.150
C 2.269 -3.839 -0.872
S 1.304 -2.513 -1.561
C 1.631 -2.824 -3.289
O 2.056 -1.253 -1.248
H 1.845 -4.800 -1.164
H 2.191 -3.756 0.210
H 3.303 -3.746 -1.209
H 1.302 -3.832 -3.545
H 2.701 -2.704 -3.468
H 1.066 -2.096 -3.869
O 2.309 0.505 2.424
C 3.203 -0.325 2.490
C 3.914 -0.650 3.788
C 3.334 -1.934 4.400
C 3.093 -3.036 3.372
C 4.271 -3.292 2.441
C 4.582 -2.126 1.473
N 3.596 -1.062 1.422
H 3.784 0.202 4.453
H 4.984 -0.774 3.602
H 2.385 -1.692 4.889
H 4.013 -2.285 5.184
H 2.220 -2.778 2.765
H 2.838 -3.973 3.873
H 4.066 -4.205 1.878
H 5.170 -3.494 3.036
H 4.658 -2.501 0.452
H 5.562 -1.698 1.701
H 3.027 -1.006 0.587
N -1.365 -4.339 0.769
C -0.455 -3.782 1.655
O 0.195 -2.785 1.319
C -0.372 -4.401 2.948
I 1.322 -6.759 1.828
H -1.247 -3.994 -0.171
H -1.473 -5.340 0.844
H -1.074 -5.160 3.251
H 0.354 -4.021 3.647
```

Entry 3:
Computed, not measured: a structure of composition C35H50LiN8S2, with ωB97M-V with the def2-TZVPD basis set.

The value obtained for the HOMO energy is -8.6 eV. As for the charge: +1. The molar mass is 653.9 g/mol. The total energy is -2605.453961 Eh. For the relative energy (zero: lowest compared OMol25 entry of this formula, charge and spin), the calculation gives 20.9 kcal per mole. For the orbital gap, the calculation gives 6.22 eV.

Structure (XYZ):
```
96
C35H50LiN8S2 ωB97M-V with the def2-TZVPD basis set
Li 0.488 0.302 -0.219
C 1.012 0.082 5.290
N 2.092 0.136 4.352
C 3.428 0.229 4.621
C 4.080 0.246 3.442
N 3.144 0.161 2.418
C 1.897 0.090 3.003
S 0.374 -0.060 2.391
C 3.480 0.116 1.060
C 4.786 0.418 0.658
C 5.118 0.287 -0.675
C 4.146 -0.139 -1.569
C 2.880 -0.391 -1.079
N 2.544 -0.262 0.197
H 1.409 0.031 6.299
H 0.402 -0.797 5.077
H 0.380 0.966 5.182
H 3.808 0.272 5.622
H 5.131 0.289 3.264
H 5.530 0.765 1.353
H 6.122 0.507 -1.004
H 4.372 -0.264 -2.616
H 2.085 -0.724 -1.724
C -0.189 -0.520 -4.500
C 0.017 0.773 -4.965
C 0.121 1.802 -4.054
C -0.007 1.542 -2.678
N -0.147 0.280 -2.248
C -0.226 -0.705 -3.129
C 0.014 2.602 -1.673
C -0.221 3.930 -2.050
C -0.138 4.947 -1.122
C 0.131 4.634 0.201
C 0.286 3.309 0.572
C 0.267 2.239 -0.330
H -0.301 -1.350 -5.180
H 0.103 0.967 -6.024
H 0.319 2.804 -4.403
H -0.332 -1.698 -2.708
H -0.489 4.181 -3.069
H -0.295 5.974 -1.423
H 0.207 5.428 0.934
H 0.435 3.094 1.627
C -4.858 0.262 -1.565
C -3.354 0.481 -1.882
N -2.637 0.740 -0.661
C -2.739 -0.386 0.229
C -4.225 -0.622 0.612
N -5.028 0.410 -0.095
C -4.608 1.764 0.356
C -3.113 1.938 -0.021
H -5.188 -0.740 -1.843
H -5.490 0.995 -2.069
H -3.215 1.324 -2.559
H -2.919 -0.402 -2.349
H -2.135 -0.185 1.114
H -2.312 -1.259 -0.265
H -4.388 -0.510 1.686
H -4.579 -1.609 0.309
H -6.017 0.283 0.135
H -4.763 1.820 1.434
H -5.238 2.513 -0.128
H -2.497 2.114 0.861
H -2.968 2.782 -0.696
C 2.011 -6.107 3.188
C 3.231 -5.436 2.556
C 2.892 -4.485 1.404
C 2.366 -3.115 1.844
N 1.130 -3.180 2.583
C -0.100 -3.243 2.038
S -0.395 -2.962 0.429
N -1.103 -3.526 2.901
C -2.493 -3.589 2.524
C -2.922 -4.962 1.995
C -2.945 -6.078 3.039
C -3.955 -5.834 4.156
H 2.304 -7.011 3.716
H 1.290 -6.378 2.420
H 1.512 -5.463 3.908
H 3.880 -6.220 2.161
H 3.796 -4.899 3.322
H 2.152 -4.952 0.752
H 3.794 -4.308 0.814
H 2.195 -2.488 0.964
H 3.106 -2.631 2.489
H 1.215 -3.408 3.563
H -0.867 -3.868 3.822
H -2.632 -2.849 1.732
H -3.100 -3.306 3.385
H -2.238 -5.239 1.192
H -3.920 -4.859 1.568
H -1.947 -6.204 3.464
H -3.205 -7.005 2.524
H -3.608 -5.063 4.840
H -4.109 -6.744 4.730
H -4.917 -5.530 3.748
```

Entry 4:
Computed, not measured: a cluster of 6 separate species, C35H51F15IN3O16 in total at a distorted geometry, with ωB97M-V with the def2-TZVPD basis set.

The value obtained for the HOMO energy is -10.1 eV. As for the charge: 0. The molar mass is 1181.7 g/mol. The total energy is -4528.171251 Eh. For the orbital gap, the calculation gives 9.99 eV. The structure (SMILES) is CC(C)CC[C@@]1(CC(=O)I)OC(=O)O[C@]1(CCC(=O)O)CC(N)(N)N.CCOC(=O)C(F)(F)F.CCOC(=O)C(F)(F)F.CCOC(=O)C(F)(F)F.CCOC(=O)C(F)(F)F.CCOC(=O)C(F)(F)F.

Structure (XYZ):
```
121
C35H51F15IN3O16 ωB97M-V with the def2-TZVPD basis set
C 6.306 0.327 -3.219
C 5.632 1.459 -3.966
C 5.632 1.157 -5.477
C 4.223 1.878 -3.474
C 3.568 1.087 -2.335
C 2.233 0.413 -2.654
C 2.294 -0.764 -3.624
C 3.471 -1.716 -3.549
O 4.098 -2.015 -4.556
I 4.007 -2.711 -1.721
O 1.866 -0.189 -1.388
C 0.616 0.137 -1.025
O 0.003 -0.379 -0.104
O 0.169 1.131 -1.798
C 1.024 1.375 -2.982
C 1.322 2.867 -2.802
C 0.091 3.772 -2.835
C 0.066 4.686 -4.021
O -0.491 5.761 -4.004
O 0.732 4.223 -5.113
C 0.059 0.937 -4.094
C 0.387 1.084 -5.630
N -0.653 1.989 -6.197
N 0.266 -0.205 -6.311
N 1.646 1.646 -6.001
H 6.296 0.465 -2.146
H 5.896 -0.647 -3.435
H 7.349 0.301 -3.504
H 6.272 2.321 -3.854
H 5.898 2.046 -6.026
H 4.649 0.864 -5.828
H 6.311 0.353 -5.716
H 3.549 1.876 -4.318
H 4.282 2.912 -3.170
H 4.196 0.331 -1.890
H 3.319 1.762 -1.531
H 1.401 -1.360 -3.505
H 2.297 -0.397 -4.638
H 2.091 3.220 -3.470
H 1.732 2.931 -1.807
H -0.834 3.223 -2.762
H 0.107 4.435 -1.985
H 0.085 3.973 -5.785
H -0.849 1.486 -3.918
H -0.191 -0.090 -3.888
H -1.448 1.405 -6.427
H -0.269 2.231 -7.105
H 1.133 -0.719 -6.337
H -0.461 -0.763 -5.895
H 2.412 0.999 -6.033
H 1.865 2.503 -5.524
C -1.085 0.933 2.639
C -0.201 -0.119 3.270
O 0.258 0.299 4.579
C -0.575 0.149 5.588
O -1.686 -0.288 5.569
C 0.125 0.590 6.883
F 0.765 1.750 6.723
F 1.031 -0.333 7.238
F -0.741 0.728 7.872
H -0.564 1.891 2.601
H -1.347 0.635 1.628
H -2.003 1.078 3.208
H 0.701 -0.263 2.680
H -0.702 -1.082 3.346
C -1.317 -3.664 5.848
C -2.611 -3.633 5.068
O -2.915 -4.931 4.514
C -3.474 -5.794 5.345
O -3.751 -5.613 6.491
C -3.775 -7.107 4.602
F -2.736 -7.493 3.862
F -4.826 -6.939 3.792
F -4.062 -8.071 5.461
H -0.504 -4.041 5.226
H -1.066 -2.663 6.190
H -1.395 -4.315 6.718
H -2.526 -2.966 4.214
H -3.443 -3.286 5.677
C -3.940 5.325 -3.140
C -4.650 5.669 -1.852
O -5.583 4.631 -1.493
C -5.056 3.573 -0.908
O -3.907 3.394 -0.640
C -6.164 2.564 -0.575
F -6.993 2.396 -1.605
F -6.879 2.992 0.469
F -5.633 1.393 -0.269
H -4.660 5.141 -3.937
H -3.280 6.137 -3.442
H -3.338 4.424 -3.022
H -5.243 6.574 -1.961
H -3.946 5.828 -1.036
C -6.810 -3.840 1.908
C -6.274 -2.654 1.140
O -5.293 -3.061 0.165
C -5.767 -3.534 -0.973
O -6.911 -3.660 -1.282
C -4.596 -3.878 -1.909
F -3.643 -4.552 -1.266
F -4.058 -2.753 -2.393
F -5.016 -4.611 -2.928
H -5.993 -4.397 2.364
H -7.487 -3.503 2.692
H -7.352 -4.519 1.252
H -5.748 -1.975 1.806
H -7.069 -2.095 0.651
C 4.172 -0.463 7.426
C 4.489 -0.024 6.015
O 5.904 -0.090 5.742
C 6.378 -1.284 5.433
O 5.765 -2.303 5.349
C 7.884 -1.176 5.139
F 8.505 -0.444 6.063
F 8.070 -0.595 3.949
F 8.437 -2.378 5.110
H 4.746 0.121 8.146
H 3.116 -0.326 7.629
H 4.422 -1.513 7.579
H 4.220 1.020 5.869
H 3.947 -0.614 5.278
```